No. 1
Density functional theory data (ωB97M-V/def2-TZVPD) for a molecular structure, C4H3N2.

Summary:
- HOMO (spin up / spin down): -12.879 / -16.218 eV
- LUMO energy (spin up / spin down): -5.600 / -9.335 eV
- Gap between HOMO and LUMO (spin up / spin down): 0.2675 / 0.2529 hartree
- ΔE to the lowest compared entry with this formula, charge and spin: 4.519 eV
- Spin multiplicity: 3
- Total charge: +1

Geometry (Å):
C  0.09043  1.67137  -0.10622
C  1.35614  0.46469  -0.21208
C  -0.50453  0.04148  0.14383
C  -0.88874  -1.23232  0.23818
N  1.41361  1.71370  -0.24923
N  -1.06422  1.28892  -0.02058
H  1.91131  -0.47368  -0.19554
H  -1.91570  -1.31580  0.12641
H  -0.39830  -2.15836  0.27524

=====

No. 2
Density functional theory data (ωB97M-V/def2-TZVPD) for C5H5NO in the gas phase.

Summary:
- HOMO (spin up / spin down): -8.991 / -8.990 eV
- LUMO energy (spin up / spin down): -0.758 / -0.758 eV
- Gap between HOMO and LUMO (spin up / spin down): 0.3026 / 0.3025 hartree
- ΔE to the lowest compared entry with this formula, charge and spin: 6.012 eV
- Total charge: 0

Geometry (Å):
O  1.16492  2.06829  -0.43627
C  0.46426  1.12934  -0.21434
C  0.74422  -0.32337  0.34407
C  2.03769  -0.91317  0.03801
C  -0.94719  0.75071  -0.58887
C  -0.67849  -0.66449  -0.15370
N  -1.64218  0.14635  0.53957
H  1.87321  -1.93845  -0.36005
H  -1.52663  1.15305  -1.41327
H  0.81965  -0.31322  1.45304
H  -1.00322  -1.57314  -0.65088
H  -1.30622  0.47810  1.44269

=====

No. 3
Density functional theory data (ωB97M-V/def2-TZVPD) for C3H7ClN2S in the gas phase.

Summary:
- HOMO: -9.335 eV
- LUMO energy: 0.693 eV
- Gap between HOMO and LUMO: 0.3685 hartree
- ΔE to the lowest compared entry with this formula, charge and spin: 0.575 eV
- SMILES string: C/N=C(/CCl)NS
- Total charge: 0

Geometry (Å):
C  1.57895  1.55687  0.26755
C  -0.14615  -0.01482  0.33264
C  -1.31723  -0.70350  1.02893
H  2.40502  0.80395  0.31109
H  1.45690  1.87526  -0.76348
H  1.95063  2.38599  0.89899
H  -1.22815  -1.77199  0.94844
H  -1.45107  -0.45841  2.08147
H  0.85288  -0.07193  -1.52131
H  -1.52356  -1.66264  -2.15946
N  0.44638  0.93997  0.95622
N  0.20285  -0.57094  -0.93532
S  -0.31175  -1.99520  -1.65010
Cl  -2.91569  -0.31263  0.20433

=====

No. 4
Density functional theory data (ωB97M-V/def2-TZVPD) for 2 unconnected molecules or ions with the total composition C25H22FO9S3.

Summary:
- HOMO: -3.339 eV
- LUMO energy: 2.144 eV
- Gap between HOMO and LUMO: 0.2015 hartree
- Total charge: -1

Geometry (Å):
C  4.45930  1.03207  2.93888
C  3.79584  -0.27814  2.62329
O  2.40921  0.06351  2.38859
C  1.66489  -0.93049  1.81766
C  0.30839  -0.35327  1.67197
F  -0.54234  -1.14902  1.02175
S  -0.34706  0.29171  3.31914
C  -2.06316  -0.24236  3.24074
C  -2.78236  0.15355  2.12411
C  -4.10127  -0.26339  1.96072
C  -4.66176  -1.14648  2.88908
C  -3.94478  -1.52089  4.02732
C  -2.63976  -1.05550  4.21592
O  0.29490  -0.40627  4.40694
O  -0.33989  1.73684  3.22013
O  2.03781  -2.05343  1.51713
H  5.50747  0.85166  3.18361
H  4.38684  1.69610  2.07100
H  3.97264  1.51134  3.79627
H  4.22163  -0.73983  1.72107
H  3.86859  -0.96378  3.48209
H  -2.28932  0.78726  1.38554
H  -4.67003  0.11011  1.10748
H  -5.66979  -1.52274  2.71897
H  -4.39378  -2.17664  4.77340
H  -2.05318  -1.31927  5.09256
C  -5.40979  0.91158  -2.64299
O  -5.07490  1.87219  -1.62212
C  -3.76834  1.97526  -1.26035
C  -2.76509  1.12132  -1.76903
C  -1.46299  1.26225  -1.32887
C  -1.10107  2.23380  -0.37968
C  0.28895  2.40164  0.01112
C  1.25436  2.70614  -0.89093
S  2.87094  3.27454  -0.41211
O  2.76888  4.41984  0.45828
O  3.67040  2.12759  -0.04186
C  3.38051  3.80429  -2.04694
C  2.51361  3.52147  -3.08864
C  2.81442  3.88186  -4.39810
C  4.01797  4.53860  -4.65294
C  4.87821  4.86622  -3.59659
C  4.56264  4.50312  -2.28616
S  0.96554  2.72921  -2.65691
O  1.01438  1.37710  -3.16750
O  -0.11910  3.61354  -3.00209
C  -2.13094  3.04257  0.16882
C  -3.43129  2.93637  -0.27183
H  -6.45476  1.09846  -2.87849
H  -4.79056  1.05282  -3.53577
H  -5.28686  -0.10754  -2.26034
H  -2.98127  0.34570  -2.50651
H  -0.70762  0.58242  -1.71704
H  0.54492  2.44306  1.07034
H  2.10997  3.63937  -5.19059
H  4.28802  4.77664  -5.68124
H  5.81109  5.39439  -3.79105
H  5.20449  4.75701  -1.44487
H  -1.84912  3.78775  0.91755
H  -4.22047  3.57382  0.12144

=====

No. 5
Density functional theory data (ωB97M-V/def2-TZVPD) for a molecular structure, C43H69MnNOPS3SiTe.

Summary:
- HOMO (spin up / spin down): -12.270 / -11.552 eV
- LUMO energy (spin up / spin down): -4.955 / -4.958 eV
- Gap between HOMO and LUMO (spin up / spin down): 0.2688 / 0.2424 hartree
- ΔE to the lowest compared entry with this formula, charge and spin: 1.045 eV
- Spin multiplicity: 3
- Total charge: +2

Geometry (Å):
Mn  0.04340  2.04560  2.05040
C  0.90222  5.34521  2.03697
C  0.24236  4.96602  0.71117
S  0.62982  3.31480  0.07920
C  2.45557  3.36847  0.04452
C  3.11707  2.14603  0.67279
S  2.25530  1.35739  2.07532
C  2.99444  2.23216  3.47928
C  2.68862  3.71837  3.50326
S  0.90064  4.05283  3.32533
H  0.39636  6.22201  2.44067
H  1.93900  5.64091  1.88990
H  0.48837  5.71624  -0.04188
H  -0.84341  4.94893  0.80867
H  2.77667  4.28287  0.53714
H  2.76566  3.44699  -0.99772
H  4.12974  2.38817  0.99998
H  3.22046  1.35691  -0.07164
H  4.07248  2.06398  3.48353
H  2.58305  1.73230  4.35792
H  3.22485  4.23536  2.70882
H  3.02014  4.14408  4.44992
C  -2.33776  4.94348  3.43761
C  -3.21411  3.85671  2.81893
C  -4.47241  3.70137  3.67854
P  -2.30097  2.28151  2.39852
C  -3.24044  1.72905  0.88210
C  -4.67908  1.22246  0.98404
C  -2.42266  0.79125  -0.00697
C  -2.46877  1.12433  3.84901
C  -1.71476  1.71660  5.04772
C  -3.83024  0.59571  4.30989
H  -2.95209  5.81714  3.66238
H  -1.55124  5.27044  2.76290
H  -1.87389  4.62238  4.36939
H  -3.52572  4.21449  1.83074
H  -4.20807  3.55732  4.72612
H  -5.11626  2.88043  3.37915
H  -5.05590  4.62137  3.62174
H  -3.27545  2.69311  0.35690
H  -4.72674  0.23060  1.43387
H  -5.09089  1.13041  -0.02295
H  -5.33529  1.88651  1.54013
H  -2.44357  -0.23672  0.35275
H  -1.37428  1.08843  -0.08413
H  -2.84927  0.78773  -1.01290
H  -1.87332  0.26482  3.51575
H  -2.22899  2.58729  5.45414
H  -0.69350  2.01826  4.79898
H  -1.65981  0.97239  5.84432
H  -4.34074  1.31993  4.93982
H  -3.67436  -0.29918  4.91575
H  -4.49881  0.33106  3.49563
C  1.97910  -2.12851  0.85400
C  0.88368  -1.14926  0.56669
O  -0.08015  -1.02520  1.49627
N  0.78984  -0.32896  -0.40058
Te  1.51991  0.11967  -2.18000
C  3.18870  -0.85779  -3.09407
C  4.32166  -1.30504  -2.42147
C  4.52529  -1.18810  -0.93852
C  5.35178  -1.86681  -3.17023
C  5.29197  -1.96033  -4.55141
C  6.41765  -2.55730  -5.34384
C  4.17760  -1.42699  -5.19147
C  3.11838  -0.85920  -4.49801
C  1.99574  -0.25832  -5.30879
C  -0.05127  -0.86492  -3.15037
C  -0.03663  -2.24378  -3.37391
C  1.02141  -3.19207  -2.88268
C  -1.09018  -2.77693  -4.11288
C  -2.12430  -1.99395  -4.60530
C  -3.23364  -2.59370  -5.41872
C  -2.10905  -0.62726  -4.33409
C  -1.08129  -0.03582  -3.61785
C  -1.09601  1.45581  -3.40556
H  1.67355  -2.88193  1.57044
H  2.81273  -1.57561  1.28913
H  2.31128  -2.62772  -0.05146
H  3.76965  -0.56394  -0.45965
H  5.49895  -0.74442  -0.73047
H  4.50605  -2.16476  -0.45499
H  6.23196  -2.22713  -2.64998
H  7.07304  -3.15585  -4.71449
H  7.01868  -1.76979  -5.80154
H  6.03944  -3.18819  -6.14723
H  4.13645  -1.43733  -6.27475
H  2.36329  -0.01808  -6.30432
H  1.61717  0.68082  -4.89104
H  1.15032  -0.93798  -5.41783
H  0.55898  -4.12672  -2.56832
H  1.74349  -3.41773  -3.66996
H  1.57719  -2.80295  -2.03274
H  -1.09815  -3.84443  -4.30229
H  -3.22187  -3.68078  -5.37074
H  -3.13517  -2.30252  -6.46575
H  -4.20595  -2.24191  -5.07436
H  -2.91882  -0.00574  -4.69826
H  -2.07972  1.85705  -3.64146
H  -0.37815  1.95875  -4.05973
H  -0.86639  1.73905  -2.37586
C  -0.03735  -2.69372  3.85444
Si  -0.86569  -2.40408  2.21919
C  -2.67291  -1.99984  2.40095
C  -0.71925  -3.82027  1.02149
C  -1.34413  -3.72712  -0.22724
C  -1.38758  -4.81576  -1.08414
C  -0.79690  -6.01610  -0.71010
C  -0.16242  -6.12439  0.51882
C  -0.12963  -5.03456  1.37846
H  0.94659  -3.15735  3.77315
H  -0.65366  -3.33348  4.48840
H  0.08969  -1.74107  4.37565
H  -3.02668  -2.34373  3.37505
H  -3.23875  -2.53734  1.63884
H  -2.91731  -0.94504  2.31628
H  -1.82282  -2.79946  -0.53100
H  -1.89353  -4.73210  -2.03787
H  -0.84170  -6.87120  -1.37163
H  0.29021  -7.06134  0.81452
H  0.35222  -5.14374  2.34376

=====

Computed E (hartree) in order:
-263.084699 -323.298739 -1086.367454 -2937.369714 -5053.831518
Computed max |F| (eV Å⁻¹) in order:
7.849 0.674 2.206 3.538 0.539